Formula: C50H120F6N7O10S2
Source: the OMol25 dataset
Level of theory: ωB97M-V with the def2-TZVPD basis set

Geometry as XYZ:
```
195
Properties=species:S:1:pos:R:3:mulliken_charge:R:1
C -19.237 -3.671 -11.492 -1.311
C -19.086 -3.811 -12.978 -0.382
N -19.799 -2.776 -13.717 -0.143
C -19.254 -1.465 -13.306 -0.909
C -19.389 -2.996 -15.168 -0.361
C -20.168 -2.307 -16.259 -1.335
C -21.253 -2.877 -13.540 -0.910
C -21.953 -4.237 -13.534 -0.823
O -21.837 -4.753 -14.881 -0.241
C -22.412 -6.064 -14.888 -0.860
H -20.229 -3.367 -11.201 0.335
H -18.569 -2.898 -11.095 0.385
H -19.090 -4.617 -10.937 0.374
H -19.561 -4.722 -13.302 0.387
H -18.056 -3.781 -13.348 0.548
H -19.574 -1.187 -12.300 0.430
H -19.611 -0.689 -13.995 0.379
H -18.182 -1.555 -13.428 0.387
H -19.505 -4.074 -15.345 0.372
H -18.362 -2.697 -15.114 0.571
H -21.119 -2.869 -16.416 0.303
H -19.548 -2.388 -17.138 0.423
H -20.333 -1.289 -16.046 0.366
H -21.767 -2.240 -14.282 0.540
H -21.453 -2.387 -12.568 0.507
H -22.970 -4.120 -13.306 0.633
H -21.564 -4.982 -12.797 0.371
H -22.306 -6.425 -15.873 0.303
H -23.485 -6.002 -14.630 0.325
H -21.892 -6.786 -14.262 0.336
C -25.287 -14.312 -21.407 -1.339
C -24.823 -12.909 -21.024 -0.560
N -25.346 -12.276 -19.797 0.421
C -25.106 -13.082 -18.593 -1.288
C -24.771 -10.891 -19.696 -0.073
C -23.271 -10.876 -19.256 -1.256
C -26.871 -12.143 -19.839 -0.349
C -27.551 -11.522 -21.098 -0.882
O -27.232 -12.187 -22.194 -0.150
C -27.948 -11.737 -23.313 -0.848
H -26.299 -14.269 -21.686 0.355
H -24.972 -15.100 -20.727 0.372
H -24.700 -14.460 -22.342 0.390
H -24.966 -12.195 -21.821 0.491
H -23.738 -12.928 -20.845 0.397
H -24.048 -13.219 -18.521 0.461
H -25.580 -14.063 -18.796 0.465
H -25.557 -12.632 -17.724 0.411
H -25.396 -10.377 -18.871 0.135
H -24.936 -10.362 -20.625 0.407
H -22.594 -11.481 -19.909 0.309
H -23.153 -11.181 -18.222 0.380
H -22.860 -9.834 -19.279 0.397
H -27.129 -11.495 -18.986 0.085
H -27.237 -13.149 -19.617 0.544
H -27.270 -10.427 -21.086 0.402
H -28.623 -11.582 -20.828 0.475
H -27.636 -12.405 -24.139 0.256
H -27.720 -10.682 -23.576 0.316
H -29.006 -11.756 -23.125 0.344
C -28.913 -13.167 -7.969 -1.287
C -28.348 -11.878 -7.397 -0.649
N -29.316 -10.962 -6.787 0.174
C -30.255 -11.685 -5.850 -0.982
C -28.620 -9.791 -6.205 -0.166
C -27.513 -10.096 -5.277 -1.286
C -30.324 -10.422 -7.907 -0.907
C -29.708 -9.981 -9.277 -0.258
O -28.834 -8.914 -9.061 -0.453
C -28.406 -8.522 -10.425 -0.767
H -28.048 -13.759 -8.298 0.406
H -29.636 -12.902 -8.711 0.341
H -29.301 -13.881 -7.196 0.319
H -27.699 -11.321 -8.127 0.534
H -27.601 -12.133 -6.647 0.468
H -30.723 -10.973 -5.157 0.306
H -29.553 -12.378 -5.341 0.448
H -30.946 -12.290 -6.423 0.416
H -29.439 -9.211 -5.728 0.390
H -28.383 -9.235 -7.129 0.328
H -27.397 -9.206 -4.679 0.407
H -26.589 -10.446 -5.715 0.365
H -27.863 -10.843 -4.535 0.354
H -30.888 -9.553 -7.456 0.378
H -31.012 -11.245 -8.103 0.433
H -30.580 -9.668 -9.874 0.541
H -29.141 -10.867 -9.672 0.169
H -29.257 -8.247 -11.017 0.321
H -27.823 -9.356 -10.848 0.308
H -27.677 -7.768 -10.286 0.342
C -33.901 -19.550 -13.656 -1.325
C -32.642 -19.419 -12.885 -0.641
N -31.833 -18.173 -13.156 0.162
C -30.510 -18.284 -12.407 -1.038
C -31.501 -17.941 -14.591 -0.597
C -30.651 -19.124 -15.154 -1.324
C -32.548 -16.947 -12.590 -0.792
C -32.089 -15.563 -12.958 -0.260
O -32.683 -15.097 -14.157 -0.353
C -32.437 -13.717 -14.368 -0.556
H -34.211 -20.560 -13.418 0.425
H -33.745 -19.493 -14.713 0.323
H -34.633 -18.933 -13.279 0.445
H -32.035 -20.316 -12.944 0.619
H -32.883 -19.444 -11.830 0.398
H -30.765 -18.434 -11.403 0.475
H -30.095 -17.285 -12.529 0.402
H -29.855 -19.047 -12.804 0.362
H -30.872 -17.085 -14.667 0.303
H -32.372 -17.778 -15.183 0.736
H -30.810 -19.080 -16.266 0.385
H -30.979 -20.109 -14.790 0.286
H -29.596 -18.959 -14.951 0.425
H -32.563 -17.147 -11.471 0.426
H -33.592 -17.070 -12.883 0.382
H -30.944 -15.537 -12.935 -0.021
H -32.461 -14.994 -12.128 0.659
H -32.855 -13.387 -15.358 0.263
H -31.359 -13.540 -14.551 0.124
H -32.795 -13.128 -13.522 0.315
C -21.187 -18.575 -9.667 -1.213
C -21.600 -17.170 -10.270 -0.346
N -20.464 -16.298 -10.624 0.363
C -20.002 -16.860 -12.270 -0.883
C -20.801 -14.859 -10.731 -0.510
C -19.860 -13.818 -11.326 -1.066
C -19.122 -16.435 -10.063 -0.505
C -18.425 -16.549 -8.639 -1.206
O -17.211 -16.105 -8.330 -0.424
C -15.806 -16.516 -8.493 -0.626
H -20.369 -18.694 -8.903 0.290
H -20.775 -19.220 -10.512 0.307
H -22.121 -19.063 -9.193 0.340
H -22.379 -16.721 -9.549 0.440
H -22.236 -17.269 -11.143 0.455
H -18.989 -16.526 -12.602 0.364
H -20.753 -16.244 -12.804 0.424
H -20.239 -17.946 -12.395 0.353
H -21.134 -14.569 -9.693 0.442
H -21.871 -15.049 -11.103 0.539
H -19.148 -13.532 -10.537 0.337
H -20.513 -12.988 -11.662 0.339
H -19.332 -14.348 -12.145 0.247
H -18.330 -16.193 -10.827 0.207
H -19.168 -17.549 -10.267 0.475
H -18.748 -16.691 -7.822 0.898
H -3.919 -9.075 -25.891 0.085
H -15.412 -16.278 -9.500 0.260
H -16.064 -17.559 -8.193 0.307
H -15.178 -16.420 -7.580 0.309
C -34.654 -1.170 -23.629 -1.242
C -33.454 -1.791 -22.768 -0.550
N -32.183 -2.095 -23.517 -0.143
C -31.824 -0.826 -24.327 -0.986
C -31.151 -2.257 -22.524 -0.523
C -31.321 -3.515 -21.623 -1.207
C -32.369 -3.220 -24.483 -0.746
C -31.229 -3.742 -25.231 -0.749
O -30.329 -4.436 -24.348 -0.179
C -29.350 -5.174 -25.002 -0.774
H -35.556 -1.430 -23.051 0.397
H -34.863 -1.617 -24.588 0.351
H -34.571 -0.080 -23.542 0.393
H -33.707 -2.697 -22.231 0.487
H -33.205 -1.170 -21.920 0.477
H -31.848 0.071 -23.652 0.400
H -32.580 -0.591 -25.065 0.379
H -30.770 -0.929 -24.622 0.453
H -31.182 -1.323 -21.987 0.694
H -30.230 -2.403 -23.030 0.442
H -31.549 -4.391 -22.222 0.340
H -32.068 -3.484 -20.788 0.337
H -30.310 -3.710 -21.201 0.364
H -33.169 -2.941 -25.152 0.447
H -32.732 -4.095 -23.919 0.402
H -30.654 -2.947 -25.802 0.353
H -31.606 -4.482 -25.944 0.528
H -28.727 -4.534 -25.642 0.322
H -29.810 -5.833 -25.711 0.327
H -28.801 -5.724 -24.190 0.209
C -27.042 -9.788 -16.067 0.522
F -26.156 -10.394 -16.870 -0.312
F -26.653 -8.593 -16.005 -0.184
F -28.175 -9.834 -16.724 -0.242
S -27.060 -10.493 -14.331 1.147
O -25.804 -10.252 -13.646 -0.685
O -28.221 -9.911 -13.736 -0.622
N -27.136 -12.070 -14.693 -0.289
S -27.256 -12.972 -13.312 0.826
O -26.030 -13.111 -12.616 -0.620
O -28.416 -12.646 -12.601 -0.561
C -27.750 -14.560 -14.175 0.631
F -28.735 -14.352 -14.952 -0.229
F -26.714 -15.018 -14.957 -0.243
F -28.047 -15.493 -13.294 -0.210
```

Properties
Total charge = +5
Strongest force on any atom = 12.509 eV/Å
Energy = -4505.95110 a.u.
Orbital gap = 0.6 eV